[1]
A cluster of 2 separate species, C6H8NPS2 in total, computed with wB97M-V/def2-TZVPD.

Output
- HOMO energy (eV) = -8.47
- lowest unoccupied orbital energy (eV) = 0.66
- DFT total energy (a.u.) = -1425.7755
- SMILES = C#C[C@H]1C=CP(S)S1.C=N
- Kohn-Sham gap (eV) = 9.12

```
! wB97M-V def2-TZVPD RIJCOSX def2/J DEFGRID3
* xyz 0 1
C -0.64312 -1.59044 -1.15589
H -2.66048 -2.14325 -0.68594
C -3.15275 0.30537 0.37807
H 4.36714 1.29400 -0.54805
H -0.42045 -2.28413 -1.95150
H 2.89085 -1.39946 0.81176
P 0.77421 -0.47088 -0.67951
C -1.92351 -0.48724 0.44491
C -1.76792 -1.56055 -0.47679
S 1.64188 -1.78844 0.71850
C 2.96813 1.86130 0.26822
H -4.75512 1.79481 -0.00792
C -4.08358 1.07456 0.40481
H 3.43063 2.77899 0.15283
N 3.47824 0.87602 -0.25815
H 2.06014 1.66721 0.78878
S -0.59400 0.83431 0.33083
H -1.61029 -0.76219 1.46503
*
```

Here are the Löwdin charges for atoms 1 to 5, given in e: -0.375, 0.127, -0.191, 0.054, 0.061

***

[2]
A structure of composition C6H8NS, computed with wB97M-V/def2-TZVPD.

Output
- HOMO energy (alpha / beta) (eV) = -14.02 / -14.02
- lowest unoccupied orbital energy (alpha / beta) (eV) = -5.85 / -5.85
- DFT total energy (a.u.) = -685.9568
- Kohn-Sham gap (alpha / beta) (eV) = 8.17 / 8.17

```
! wB97M-V def2-TZVPD RIJCOSX def2/J DEFGRID3
* xyz 1 1
C 1.19431 -1.16023 0.23172
N -0.96055 0.71813 0.18300
S -2.10658 -0.43590 0.39030
C -0.31870 1.56821 1.14868
H -1.05029 1.88094 1.89087
H 1.24700 -0.89630 -1.84038
H 1.73080 0.51746 -0.88474
C 1.27738 -1.83128 1.22026
C 1.03370 -0.32267 -0.93563
H 1.41447 -2.43202 2.07025
H -0.43833 0.96314 -1.85316
H 0.06542 2.45544 0.64446
C -1.46448 -0.77877 -1.07937
H -1.72263 -1.53232 -1.79883
C -0.40781 0.22619 -1.04342
H 0.50629 1.05997 1.65598
*
```

Here are the Löwdin charges for atoms 1 to 5, given in e: -0.149, -0.454, 1.298, -0.056, 0.100

***

[3]
The ion C6H8NS with charge +1, computed with wB97M-V/def2-TZVPD.

Output
- HOMO energy (eV) = -13.13
- lowest unoccupied orbital energy (eV) = -4.81
- DFT total energy (a.u.) = -686.0357
- SMILES = [NH3+]Sc1ccccc1
- Kohn-Sham gap (eV) = 8.32

```
! wB97M-V def2-TZVPD RIJCOSX def2/J DEFGRID3
* xyz 1 1
C 2.23952 -0.93999 0.84620
H 0.99376 -0.03588 2.18295
H 2.82203 -1.21844 1.71993
N -2.19723 2.01327 -0.25051
H -2.52670 1.51241 -1.16884
H 4.02346 -1.25158 -0.63714
H -2.38882 3.03142 -0.24336
C 3.00672 -0.86749 -0.37119
H 1.00133 1.28885 -1.97701
C 2.50596 -0.04300 -1.28786
H -2.89835 1.52060 0.30580
C 1.30662 0.72881 -1.13889
C 1.07167 -0.16051 1.06166
C 0.63311 0.77806 0.09603
S -0.48084 2.10994 0.38507
H 3.05689 0.08357 -2.24157
*
```

Here are the Löwdin charges for atoms 1 to 5, given in e: -0.036, 0.134, 0.111, -0.154, 0.190

***

[4]
The ion C6H8NS2 with charge -1, computed with wB97M-V/def2-TZVPD.

Output
- HOMO energy (alpha / beta) (eV) = -1.91 / -4.15
- lowest unoccupied orbital energy (alpha / beta) (eV) = 3.38 / 3.09
- DFT total energy (a.u.) = -1084.3503
- Kohn-Sham gap (alpha / beta) (eV) = 5.29 / 7.24

```
! wB97M-V def2-TZVPD RIJCOSX def2/J DEFGRID3
* xyz -1 3
C 3.37455 -1.02376 -0.57551
H -1.62191 -1.47691 1.16765
H -1.15005 2.02054 -1.11758
C 3.78742 0.07135 -0.04783
C -2.16108 -0.77865 0.56096
C -1.89752 1.56205 -0.38421
H -0.89651 0.65839 1.28937
H -2.34616 -1.01140 -0.48062
N 2.33585 -1.87828 -0.42269
H -2.20914 2.22219 0.31081
C -1.11324 0.32937 0.32543
C 0.19605 -0.07608 -0.28208
H 4.23507 -1.50859 -1.29717
H -2.66259 1.05138 -0.82069
H -3.06189 -0.25103 1.16132
S 0.93649 -1.49708 0.33133
S 4.25465 1.58651 0.28151
*
```

Here are the Löwdin charges for atoms 1 to 5, given in e: -0.495, 0.023, 0.094, -0.766, -0.122

***

[5]
An isolated molecule of C6H8O2, computed with wB97M-V/def2-TZVPD.

Output
- HOMO energy (eV) = -8.61
- lowest unoccupied orbital energy (eV) = -0.08
- DFT total energy (a.u.) = -383.7527
- Kohn-Sham gap (eV) = 8.53

```
! wB97M-V def2-TZVPD RIJCOSX def2/J DEFGRID3
* xyz 0 1
C -0.59674 1.71534 -0.30418
H -0.08992 2.67664 -0.31111
H 1.17131 -2.55238 -0.73970
H -1.29889 -0.96011 1.51805
C 2.15337 -0.49651 -0.77391
C -0.05292 -0.83588 -0.20201
C -1.27593 -1.31441 0.48650
H -1.31292 -2.40127 0.49754
C 1.04088 -1.49108 -0.61405
C 0.39971 0.60279 -0.15000
H -1.32289 1.67679 0.50473
O 1.45985 0.68445 -1.05542
H 1.73290 1.43957 1.24837
H -1.11556 1.59466 -1.25662
H -2.16913 -0.92833 -0.01207
O 1.27690 0.58976 1.16387
*
```

Here are the Löwdin charges for atoms 1 to 5, given in e: 0.021, 0.092, 0.102, 0.098, 0.100

***

[6]
An isolated molecule of C6H8O2, computed with wB97M-V/def2-TZVPD.

Output
- HOMO energy (eV) = -8.10
- lowest unoccupied orbital energy (eV) = 0.57
- DFT total energy (a.u.) = -383.7622
- SMILES = C=C=C(O)/C(O)=C\C
- Kohn-Sham gap (eV) = 8.67

```
! wB97M-V def2-TZVPD RIJCOSX def2/J DEFGRID3
* xyz 0 1
C 0.89663 -0.88163 0.13962
C 0.39076 1.85238 -0.19795
O -2.52846 -0.47106 0.03145
C 2.06740 -1.11878 0.67649
O -0.51601 -2.26367 -1.28092
H 2.30618 -2.08306 1.11595
H 1.28211 2.07518 0.39429
H -0.13521 2.80157 -0.35280
C -0.49631 0.86797 0.52114
H -1.37812 -2.14504 -1.70034
H -0.96474 1.29695 1.41325
H 0.71441 1.47063 -1.16586
H -3.00367 0.35310 0.18609
H 2.83378 -0.35475 0.74346
C -0.28235 -1.18872 -0.47282
C -1.18639 -0.21107 -0.05102
*
```

Here are the Löwdin charges for atoms 1 to 5, given in e: -0.051, -0.112, 0.075, 0.018, 0.081

***

[7]
A structure of composition C6H8O2, computed with wB97M-V/def2-TZVPD.

Output
- HOMO energy (eV) = -8.41
- lowest unoccupied orbital energy (eV) = 0.68
- DFT total energy (a.u.) = -383.5766
- Kohn-Sham gap (eV) = 9.09

```
! wB97M-V def2-TZVPD RIJCOSX def2/J DEFGRID3
* xyz 0 1
H 1.91393 1.37120 -0.58209
O -0.98378 0.52708 1.66010
C 0.86288 1.30731 -0.01668
H 0.46701 2.05582 0.84355
H -2.85479 -0.54574 -0.07145
C 1.77870 -1.11915 0.14756
C -0.77424 0.02972 -0.87908
C -1.96625 -0.87988 -0.43478
O -0.34007 1.50494 -0.72255
H -1.05828 1.29480 1.12485
C -0.77166 -0.38968 0.57575
H -1.60765 -1.86240 -0.97304
H 2.75839 -0.46232 -0.20396
C 0.62953 -0.34749 0.48770
H 1.89561 -2.13700 0.50624
H 0.05068 -0.34724 -1.46211
*
```

Here are the Löwdin charges for atoms 1 to 5, given in e: 0.140, 0.035, -0.125, 0.157, 0.069

***

[8]
An isolated molecule of C6H8O2, computed with wB97M-V/def2-TZVPD.

Output
- HOMO energy (eV) = -9.27
- lowest unoccupied orbital energy (eV) = -0.50
- DFT total energy (a.u.) = -383.7526
- SMILES = C=C1OC[C@H](C)C1=O
- Kohn-Sham gap (eV) = 8.77

```
! wB97M-V def2-TZVPD RIJCOSX def2/J DEFGRID3
* xyz 0 1
C 2.17077 1.40295 0.30601
C -1.13049 -0.32633 -0.26426
C 0.25676 -0.00799 -0.82714
C -1.36919 -1.93223 -0.29053
H -1.59401 -0.38834 1.90479
C -1.20951 0.38102 1.05382
H -0.63598 -2.73167 0.02748
H 2.61060 1.63089 1.42810
C 0.95160 0.86525 0.20239
H 2.92207 1.32426 -0.64623
O 0.14472 1.03797 1.33057
H -2.01072 1.15707 1.00440
H -2.05101 -0.07879 -1.18638
H -1.74869 -2.13548 -1.32970
O 0.70713 -0.89094 -1.66226
H -2.32673 -2.25021 0.36931
*
```

Here are the Löwdin charges for atoms 1 to 5, given in e: 0.065, -0.287, -0.226, -0.093, 0.163

***

[9]
A cluster of 5 separate species, C6H8O2 in total, computed with wB97M-V/def2-TZVPD.

Output
- HOMO energy (eV) = -9.08
- lowest unoccupied orbital energy (eV) = -0.84
- DFT total energy (a.u.) = -383.3878
- Kohn-Sham gap (eV) = 8.24

```
! wB97M-V def2-TZVPD RIJCOSX def2/J DEFGRID3
* xyz 0 1
H 2.72839 -1.70099 0.34881
H 0.43621 1.87882 1.03564
H -2.07153 1.19592 1.87116
H -0.72775 -0.80529 -1.65241
C 1.67557 -0.62672 -0.56614
C -1.58786 0.94139 0.80538
O 0.03028 1.21708 -1.13590
C 0.43403 -0.26579 0.34428
C -2.14769 0.30639 -0.30252
O 0.46288 -0.88142 1.45249
H 1.16100 -1.43653 -1.96315
C -0.63547 -0.09385 -0.87563
H 1.56497 -1.69702 1.41281
C -0.16281 1.23776 0.39245
H -3.18229 -0.08508 -0.49419
H 2.02207 0.81533 -0.67306
*
```

Here are the Löwdin charges for atoms 1 to 5, given in e: 0.176, 0.141, 0.151, 0.077, 0.009

***

[10]
A structure of composition C6H8O2, computed with wB97M-V/def2-TZVPD.

Output
- HOMO energy (eV) = -8.62
- lowest unoccupied orbital energy (eV) = 0.92
- DFT total energy (a.u.) = -383.6914
- Kohn-Sham gap (eV) = 9.53

```
! wB97M-V def2-TZVPD RIJCOSX def2/J DEFGRID3
* xyz 0 1
H -1.04017 1.49785 -1.62889
C -0.77419 0.68445 0.69582
H -1.12276 -2.35401 -1.23395
H 3.01594 -0.78163 0.42530
O 1.67855 0.60515 -0.24581
C -1.65606 -0.53244 0.66492
H -0.81791 1.29113 1.62738
C 2.02524 -0.67728 0.34147
H 1.77854 -0.81167 1.36651
H -2.70377 -0.55374 1.20562
H -0.34532 2.56629 -0.11185
O -0.18921 -0.39705 -1.24603
H 1.75139 -1.47289 -0.37444
C 0.30289 0.57003 -0.38166
C -1.20188 -1.21817 -0.50073
C -0.70128 1.58399 -0.60366
*
```

Here are the Löwdin charges for atoms 1 to 5, given in e: 0.127, -0.158, 0.210, 0.040, -0.018

***

[11]
An isolated molecule of C6H8O2, computed with wB97M-V/def2-TZVPD.

Output
- HOMO energy (eV) = -9.70
- lowest unoccupied orbital energy (eV) = 0.79
- DFT total energy (a.u.) = -383.8328
- SMILES = C=C=C[C@@H](O)C(C)=O
- Kohn-Sham gap (eV) = 10.49

```
! wB97M-V def2-TZVPD RIJCOSX def2/J DEFGRID3
* xyz 0 1
H -1.92432 0.29149 1.97237
C -1.23811 0.81819 1.31031
H 0.72665 2.32537 -1.87854
H 2.20227 1.28158 -2.17162
C -0.12546 -0.79263 -1.14996
C 0.51619 0.29922 -1.46571
H 1.55481 -1.71528 0.93866
C -0.19787 -1.32229 0.26669
C 1.17273 1.34218 -1.86048
O 0.82501 -2.23092 0.55396
H -1.73712 0.97677 0.35888
H -0.97321 1.76915 1.76513
O 1.04420 0.14923 1.68157
H -1.16387 -1.80390 0.44571
H -0.66879 -1.36106 -1.89054
C -0.01312 -0.02712 1.12355
*
```

Here are the Löwdin charges for atoms 1 to 5, given in e: 0.094, 0.000, 0.064, 0.065, -0.044

***

[12]
A structure of composition C6H8O2, computed with wB97M-V/def2-TZVPD.

Output
- HOMO energy (eV) = -8.63
- lowest unoccupied orbital energy (eV) = -0.24
- DFT total energy (a.u.) = -383.6555
- Kohn-Sham gap (eV) = 8.39

```
! wB97M-V def2-TZVPD RIJCOSX def2/J DEFGRID3
* xyz 0 1
H 1.83391 1.31604 1.59571
C 1.12374 -0.62460 0.76958
H 1.69226 -1.33177 1.67810
C 0.32935 -1.59840 0.06583
H -1.05628 -1.66979 -1.29041
H -0.66521 1.31313 1.04366
H 0.74331 0.66747 -1.35592
H 0.73337 -2.44536 -0.34799
O -1.59885 0.91131 0.82945
H -2.44214 0.90902 -1.28556
C -1.80839 0.12415 -0.37292
C 1.38975 0.70740 0.74045
C -0.74920 -0.89080 -0.58027
H -2.51583 -1.00120 0.05828
O 1.68897 2.33900 -0.91301
C 1.30125 1.27441 -0.63497
*
```

Here are the Löwdin charges for atoms 1 to 5, given in e: 0.140, -0.153, 0.160, -0.077, 0.093

***

Q: What is the formula in the third record?
A: C6H8NS

***

Q: Number 5 is which compound?
A: C6H8O2

***

Q: Which value of DFT total energy does entry 6 give?
A: -383.7622 a.u.